Density functional theory data (wB97M-V/def2-TZVPD) for a 6-piece molecular cluster, C6H18N6O12 overall in a non-equilibrium geometry.

Values from the calculation:
Orbital gap: 10.795 eV
HOMO energy: -10.83 eV
2S+1: 1
Structure (SMILES): C[N+](=O)[O-].C[N+](=O)[O-].C[N+](=O)[O-].C[N+](=O)[O-].C[N+](=O)[O-].C[N+](=O)[O-]
LUMO level: -0.03 eV

Each line ends with the natural charge from an NBO analysis.
Geometry (Å):
1 C -4.3863 -1.5908 1.2959  -0.48
2 N -4.5619 -0.5137 2.3390  0.54
3 O -5.2339 0.4495 2.0597  -0.38
4 O -3.9973 -0.6982 3.3946  -0.37
5 H -4.1027 -1.1241 0.3578  0.24
6 H -5.3702 -2.0434 1.2107  0.23
7 H -3.5928 -2.2265 1.6670  0.23
8 C 0.7648 0.3805 0.2662  -0.50
9 N -0.6030 0.3369 0.8793  0.55
10 O -1.4918 -0.2696 0.3282  -0.42
11 O -0.6672 0.8644 1.9706  -0.36
12 H 0.8452 1.0268 -0.6015  0.25
13 H 0.8085 -0.6419 -0.1212  0.23
14 H 1.5134 0.4316 1.0452  0.24
15 C -1.7450 -2.6897 -2.4362  -0.49
16 N -0.9517 -1.5146 -2.8743  0.54
17 O 0.2029 -1.4798 -2.5049  -0.40
18 O -1.5146 -0.6943 -3.5654  -0.36
19 H -2.7621 -2.6202 -2.7999  0.23
20 H -1.6612 -2.7920 -1.3596  0.24
21 H -1.2261 -3.5063 -2.9405  0.23
22 C -1.3663 4.1565 -3.8577  -0.48
23 N -1.3619 4.0672 -2.3591  0.54
24 O -1.7294 5.0828 -1.7977  -0.38
25 O -0.9022 3.1146 -1.7851  -0.38
26 H -1.6308 5.1816 -4.0907  0.23
27 H -2.1043 3.4833 -4.2787  0.24
28 H -0.3272 4.0126 -4.1415  0.23
29 C 3.1641 -3.7858 0.8874  -0.49
30 N 3.1602 -2.9335 2.1079  0.53
31 O 3.8901 -3.2059 3.0332  -0.35
32 O 2.4686 -1.9287 2.0509  -0.39
33 H 2.2259 -4.3373 0.8800  0.23
34 H 4.0200 -4.4504 0.9525  0.23
35 H 3.2006 -3.2221 -0.0396  0.24
36 C 3.4422 2.6156 1.7425  -0.49
37 N 4.3309 1.7328 2.5797  0.53
38 O 5.4634 2.1131 2.8239  -0.38
39 O 3.8652 0.7050 3.0374  -0.36
40 H 3.7939 2.4998 0.7186  0.23
41 H 3.7151 3.6469 1.9560  0.24
42 H 2.4149 2.3674 1.9695  0.24

Cartesian forces, eV/Å:
C -0.1 0.6 0.3
N 0.6 -0.3 -0.3
O -0.3 0.1 -0.2
O -0.1 0.0 0.2
H -0.1 0.2 0.1
H 0.1 -0.3 0.0
H -0.2 -0.3 0.0
C -0.4 -2.2 -0.7
N 1.3 1.0 1.0
O -0.3 -0.1 -0.4
O -0.7 0.0 -0.1
H -0.3 0.5 0.3
H 0.4 0.2 -0.2
H -0.1 0.6 0.1
C 0.4 -0.5 -0.4
N -0.6 0.2 0.3
O 0.1 0.2 -0.1
O 0.3 0.1 0.0
H 0.0 0.2 0.1
H 0.0 0.1 0.0
H -0.2 -0.2 0.3
C 0.2 0.4 0.3
N 0.1 1.5 0.1
O -0.3 -0.1 0.1
O 0.1 -0.9 -0.3
H -0.1 0.0 0.1
H 0.3 -0.4 0.0
H -0.2 -0.5 -0.3
C 0.0 -0.8 0.0
N 0.3 1.4 -0.5
O -0.2 -0.5 -0.2
O -0.2 -0.4 0.0
H 0.1 -0.1 0.2
H -0.1 -0.1 0.1
H 0.1 0.5 0.3
C 1.1 0.2 0.1
N 0.2 -0.1 1.1
O -0.3 0.2 -0.6
O -0.3 0.3 -0.6
H -0.5 -0.5 -0.1
H -0.2 -0.1 0.5
H 0.0 0.0 -0.3